Record 1
Density functional theory data (wB97M-V/def2-TZVPD) for C24H15Cl4N5O5Pd as an isolated structure.

Element x y z (Å)
Pd (-0.32, 0.06, -0.60)
Cl (6.71, 0.06, -2.55)
C (5.09, -0.34, -2.25)
C (4.46, -1.36, -2.98)
C (3.16, -1.65, -2.73)
C (2.38, -0.92, -1.75)
O (1.17, -1.22, -1.64)
C (3.08, 0.10, -0.95)
C (2.51, 0.84, 0.16)
N (1.31, 0.79, 0.59)
C (0.87, 1.55, 1.70)
C (1.68, 1.94, 2.74)
C (1.18, 2.72, 3.79)
C (-0.13, 3.12, 3.80)
C (-1.00, 2.71, 2.77)
C (-2.37, 3.07, 2.73)
C (-3.17, 2.63, 1.72)
C (-2.60, 1.80, 0.73)
N (-1.34, 1.45, 0.74)
C (-0.51, 1.90, 1.73)
C (4.40, 0.35, -1.24)
H (5.02, -1.90, -3.74)
H (2.64, -2.42, -3.28)
H (3.22, 1.51, 0.66)
H (2.72, 1.63, 2.77)
H (1.84, 3.02, 4.59)
H (-0.51, 3.73, 4.60)
H (-2.77, 3.70, 3.52)
H (-4.21, 2.89, 1.65)
H (-3.21, 1.41, -0.08)
H (4.94, 1.10, -0.67)
C (0.23, -2.35, 2.45)
C (-0.77, -2.62, 1.38)
N (-1.05, -1.82, 0.37)
C (-2.03, -2.43, -0.37)
C (-2.34, -3.63, 0.20)
N (-1.54, -3.72, 1.32)
C (-3.34, -4.62, -0.23)
O (-4.03, -4.49, -1.22)
O (-3.45, -5.69, 0.51)
C (-2.52, -1.73, -1.59)
O (-3.43, -2.27, -2.34)
O (-2.06, -0.62, -1.86)
H (1.19, -2.12, 1.99)
H (0.35, -3.20, 3.11)
H (-0.08, -1.49, 3.04)
H (-1.52, -4.48, 1.98)
H (-3.73, -3.17, -2.01)
Cl (-2.88, 3.17, -3.72)
C (-1.21, 2.89, -4.19)
Cl (-1.12, 1.84, -5.61)
Cl (-0.37, 4.41, -4.48)
C (-0.54, 2.20, -3.08)
N (-0.03, 1.67, -2.21)

Computed properties:
**Multiplicity**: 5
**Calculated total energy**: -96373.09962 eV
**Gap between HOMO and LUMO (spin up / spin down)**: 7.763 / 5.266 eV
**Total charge**: +2



Record 2
Density functional theory data (wB97M-V/def2-TZVPD) for C26H24Cl5NOP2Tl as an isolated structure.

Element x y z (Å)
C (-1.22, 3.13, -2.62)
C (-1.04, 1.83, -2.18)
C (0.30, 1.30, -2.07)
C (1.41, 2.15, -2.39)
C (1.18, 3.45, -2.81)
C (-0.12, 3.95, -2.95)
C (2.80, 1.58, -2.44)
C (2.84, 0.09, -2.34)
C (1.65, -0.64, -2.04)
C (1.69, -2.08, -2.11)
C (2.87, -2.71, -2.46)
C (4.03, -1.97, -2.74)
C (4.01, -0.58, -2.68)
H (-2.24, 3.52, -2.64)
H (2.04, 4.06, -3.10)
H (-0.30, 4.97, -3.28)
H (3.22, 1.87, -3.41)
H (2.90, -3.80, -2.45)
H (4.95, -2.49, -3.01)
H (4.88, 0.02, -2.96)
N (0.49, 0.00, -1.68)
Tl (0.08, -0.29, 1.04)
C (-2.21, 0.99, -1.69)
H (-2.16, -0.02, -2.12)
H (-3.17, 1.46, -1.95)
C (0.46, -2.89, -1.75)
H (-0.41, -2.53, -2.31)
H (0.61, -3.96, -1.97)
P (-2.13, 0.82, 0.13)
P (0.04, -2.76, 0.02)
C (1.46, -3.56, 0.85)
H (1.38, -3.41, 1.94)
H (1.45, -4.63, 0.63)
H (2.41, -3.13, 0.51)
C (-1.33, -3.91, 0.28)
H (-1.13, -4.84, -0.28)
H (-1.45, -4.14, 1.34)
H (-2.26, -3.46, -0.09)
C (-2.45, 2.51, 0.69)
H (-3.40, 2.89, 0.27)
H (-2.52, 2.54, 1.79)
H (-1.63, 3.18, 0.39)
C (-3.62, -0.07, 0.61)
H (-3.70, -0.11, 1.70)
H (-4.50, 0.44, 0.20)
H (-3.59, -1.10, 0.23)
C (3.66, -0.92, 2.07)
O (4.57, -0.63, 2.69)
H (3.48, 2.09, -1.75)
Cl (-1.73, -1.82, 3.14)
C (-1.37, -0.26, 3.86)
C (-0.54, 0.62, 3.22)
C (-0.33, 1.89, 3.72)
Cl (0.57, 3.04, 2.79)
C (-0.89, 2.27, 4.97)
Cl (-0.59, 3.81, 5.63)
C (-1.75, 1.36, 5.64)
Cl (-2.48, 1.77, 7.12)
C (-2.02, 0.09, 5.06)
Cl (-3.15, -0.98, 5.77)

Computed properties:
**Calculated total energy**: -116765.59865 eV
**Gap between HOMO and LUMO**: 4.441 eV
**Total charge**: +1



Record 3
Density functional theory data (wB97M-V/def2-TZVPD) for a 2-piece molecular cluster, C4H10Si overall.

Element x y z (Å)
C (-0.73, 0.02, 1.14)
C (0.14, 0.04, -0.08)
C (1.01, -1.15, -0.43)
C (0.88, 1.36, -0.20)
Si (-1.75, 0.04, -0.40)
H (-1.14, -1.73, 1.89)
H (-0.57, 0.59, 2.04)
H (0.45, -2.07, -0.34)
H (1.86, -1.20, 0.25)
H (1.39, -1.06, -1.45)
H (0.24, 2.19, 0.07)
H (1.22, 1.51, -1.23)
H (1.76, 1.38, 0.45)
H (-2.36, -1.20, -0.84)
H (-2.38, 1.27, -0.86)

Computed properties:
**Calculated total energy**: -12182.97613 eV
**Gap between HOMO and LUMO**: 8.658 eV
**Total charge**: 0



Record 4
Density functional theory data (wB97M-V/def2-TZVPD) for C35H22Br5IrN6O4 as an isolated structure.

Element x y z (Å)
Ir (-1.17, 0.33, 1.32)
Br (-4.69, 6.53, -0.09)
C (-3.88, 5.08, 0.79)
C (-3.87, 5.05, 2.19)
Br (-4.65, 6.45, 3.18)
C (-3.27, 3.99, 2.85)
Br (-3.18, 3.91, 4.73)
C (-2.65, 2.94, 2.16)
O (-2.07, 1.98, 2.74)
C (-2.67, 2.97, 0.70)
O (-2.10, 2.02, 0.08)
C (-3.30, 4.05, 0.07)
Br (-3.29, 4.07, -1.82)
N (-0.34, -1.11, 4.45)
C (0.58, -0.17, 4.05)
C (1.78, -0.11, 4.80)
C (2.74, 0.81, 4.46)
C (2.49, 1.68, 3.40)
C (1.30, 1.56, 2.73)
N (0.38, 0.63, 3.01)
C (-1.62, -1.44, 4.05)
C (-2.27, -2.44, 4.78)
C (-3.53, -2.84, 4.39)
C (-4.14, -2.19, 3.31)
C (-3.45, -1.18, 2.69)
N (-2.21, -0.83, 3.03)
H (-0.03, -1.64, 5.26)
H (1.91, -0.76, 5.64)
H (3.67, 0.86, 5.01)
H (3.21, 2.43, 3.11)
H (1.04, 2.23, 1.92)
H (-1.80, -2.88, 5.64)
H (-4.04, -3.64, 4.91)
H (-5.13, -2.47, 2.99)
H (-3.89, -0.60, 1.89)
Br (-5.56, -5.72, -3.57)
C (-4.38, -4.43, -2.82)
C (-4.60, -3.98, -1.53)
C (-3.71, -3.08, -0.98)
C (-2.61, -2.63, -1.71)
C (-2.43, -3.07, -3.01)
C (-3.31, -3.98, -3.57)
C (-1.63, -1.65, -1.10)
O (-0.79, -1.13, -1.82)
O (-1.76, -1.49, 0.16)
H (-5.45, -4.33, -0.98)
H (-3.85, -2.72, 0.03)
H (-1.59, -2.70, -3.58)
H (-3.17, -4.33, -4.58)
N (3.86, 1.03, -4.05)
C (5.08, 0.77, -4.62)
C (5.68, 1.19, -5.80)
C (6.95, 0.72, -6.05)
C (7.60, -0.14, -5.16)
C (7.02, -0.55, -3.99)
C (5.73, -0.10, -3.71)
N (4.92, -0.34, -2.65)
C (3.81, 0.33, -2.87)
C (2.70, 0.37, -1.95)
C (2.74, -0.40, -0.79)
C (1.71, -0.30, 0.12)
N (0.66, 0.51, -0.05)
C (0.59, 1.21, -1.17)
C (1.57, 1.18, -2.14)
H (3.13, 1.59, -4.45)
H (5.18, 1.87, -6.47)
H (7.45, 1.02, -6.96)
H (8.60, -0.47, -5.41)
H (7.54, -1.20, -3.29)
H (3.58, -1.05, -0.61)
H (1.72, -0.89, 1.03)
H (-0.29, 1.82, -1.30)
H (1.45, 1.79, -3.03)

Computed properties:
**Multiplicity**: 5
**Calculated total energy**: -406833.38168 eV
**Gap between HOMO and LUMO (spin up / spin down)**: 7.101 / 6.332 eV
**Total charge**: 0



Record 5
Density functional theory data (wB97M-V/def2-TZVPD) for a 2-piece molecular cluster, C2H3F3S overall.

Element x y z (Å)
C (0.19, 1.39, -1.30)
C (0.71, -1.67, 0.74)
F (0.70, 2.58, -1.49)
F (-0.54, 1.46, -0.13)
F (-0.36, -1.87, 1.53)
S (1.43, -0.13, 1.10)
H (-0.51, 1.24, -2.08)
H (1.05, 0.73, -1.01)
H (0.47, 0.35, 1.87)

Computed properties:
**Calculated total energy**: -21106.89704 eV
**Gap between HOMO and LUMO**: 9.627 eV
**Total charge**: 0



Record 6
Density functional theory data (wB97M-V/def2-TZVPD) for a 2-piece molecular cluster, C5H12N2O overall.

Element x y z (Å)
C (0.95, 1.34, 0.20)
C (1.71, 0.60, 1.03)
N (3.06, 0.83, 1.24)
C (3.85, 0.87, 0.26)
H (1.40, 2.24, -0.20)
H (-0.09, 1.19, -0.02)
H (1.27, -0.16, 1.67)
H (4.89, 1.13, 0.41)
H (3.51, 0.64, -0.76)
N (-2.45, -2.29, 0.49)
C (-1.83, -1.51, -0.58)
C (-2.43, -0.14, -0.61)
O (-1.69, 0.63, -1.56)
H (-2.23, -1.90, 1.40)
H (-2.15, -3.25, 0.49)
H (-2.03, -2.04, -1.51)
H (-0.74, -1.42, -0.50)
H (-2.32, 0.33, 0.38)
H (-3.50, -0.14, -0.85)
H (-2.19, 1.43, -1.78)

Computed properties:
**Structure (SMILES)**: C=CN=C.NCCO
**Calculated total energy**: -10405.27212 eV
**Gap between HOMO and LUMO**: 9.865 eV
**Total charge**: 0



Record 7
Density functional theory data (wB97M-V/def2-TZVPD) for C5H10N2O as an isolated structure.

Element x y z (Å)
C (0.99, 1.19, 1.58)
C (1.62, -0.80, -1.61)
C (1.05, -0.05, -0.46)
C (-1.33, -0.04, -0.28)
N (-2.49, 0.61, 0.03)
C (-0.93, -1.23, 0.33)
O (-0.51, 0.60, -1.07)
N (1.60, 0.50, 0.48)
H (-2.61, 1.54, -0.33)
H (-3.22, 0.12, 0.52)
H (0.42, 2.06, 1.24)
H (0.30, 0.51, 2.08)
H (1.76, 1.51, 2.28)
H (1.93, -0.08, -2.37)
H (0.87, -1.46, -2.05)
H (2.48, -1.38, -1.28)
H (-0.44, -1.99, -0.26)
H (-1.50, -1.62, 1.16)

Computed properties:
**Calculated total energy**: -10372.42433 eV
**Gap between HOMO and LUMO**: 8.230 eV
**Total charge**: 0



Record 8
Density functional theory data (wB97M-V/def2-TZVPD) for C30H56CsN5O3S2Si3 as an isolated structure.

Element x y z (Å)
Cs (0.46, -0.17, -0.27)
N (-1.41, 1.96, -2.54)
C (-2.13, 2.93, -1.72)
C (-1.20, 4.04, -1.24)
C (-0.04, 3.52, -0.40)
N (-0.54, 2.87, 0.82)
H (-1.40, 2.21, -3.52)
H (-1.84, 1.04, -2.47)
H (-2.52, 2.39, -0.85)
H (-2.99, 3.37, -2.23)
H (-1.78, 4.77, -0.66)
H (-0.79, 4.58, -2.10)
H (0.67, 4.33, -0.18)
H (0.49, 2.77, -0.99)
H (-0.85, 3.57, 1.49)
H (0.19, 2.35, 1.29)
C (-1.36, -1.60, 3.09)
O (-0.26, -0.90, 2.54)
Si (1.00, -0.29, 3.48)
C (0.26, 1.20, 4.39)
C (1.30, -1.56, 4.86)
C (2.40, 0.05, 2.41)
Si (3.43, 1.47, 2.83)
C (4.10, 1.48, 4.61)
C (4.99, 1.64, 1.77)
C (2.60, 3.17, 2.63)
Si (3.20, -1.39, 1.65)
C (2.03, -2.85, 1.32)
C (4.08, -1.10, -0.01)
C (4.56, -2.17, 2.74)
H (-1.03, -2.47, 3.68)
H (-1.99, -1.97, 2.28)
H (-1.97, -0.96, 3.74)
H (-0.54, 0.85, 5.05)
H (-0.18, 1.91, 3.69)
H (0.99, 1.73, 5.01)
H (0.42, -1.72, 5.50)
H (2.11, -1.19, 5.50)
H (1.62, -2.52, 4.46)
H (4.72, 0.59, 4.78)
H (3.29, 1.46, 5.34)
H (4.71, 2.37, 4.82)
H (5.67, 0.79, 1.90)
H (5.53, 2.55, 2.05)
H (4.74, 1.71, 0.70)
H (1.69, 3.27, 3.23)
H (2.34, 3.36, 1.59)
H (3.29, 3.96, 2.95)
H (1.30, -2.68, 0.52)
H (1.45, -3.13, 2.20)
H (2.63, -3.71, 1.02)
H (3.53, -0.49, -0.73)
H (4.24, -2.08, -0.48)
H (5.06, -0.65, 0.14)
H (4.12, -2.53, 3.68)
H (5.32, -1.43, 2.99)
H (5.05, -3.02, 2.25)
C (-3.91, 1.55, 4.31)
C (-4.12, 2.14, 2.91)
C (-3.54, 1.30, 1.79)
N (-4.10, -0.03, 1.80)
C (-4.19, -0.86, 0.76)
S (-3.71, -0.45, -0.81)
N (-4.70, -2.09, 1.03)
C (-4.88, -2.69, 2.34)
O (-4.23, -3.74, 2.56)
C (-5.79, -2.07, 3.24)
C (-6.73, -1.06, 2.88)
C (-7.57, -0.50, 3.82)
C (-7.54, -0.90, 5.16)
C (-6.65, -1.92, 5.53)
C (-5.81, -2.50, 4.61)
H (-4.23, 2.26, 5.08)
H (-2.85, 1.33, 4.47)
H (-4.49, 0.64, 4.46)
H (-3.66, 3.13, 2.86)
H (-5.19, 2.28, 2.74)
H (-2.45, 1.26, 1.86)
H (-3.76, 1.75, 0.82)
H (-4.36, -0.42, 2.70)
H (-4.49, -2.76, 0.31)
H (-6.79, -0.74, 1.85)
H (-8.27, 0.27, 3.50)
H (-8.19, -0.44, 5.89)
H (-6.62, -2.26, 6.56)
H (-5.13, -3.29, 4.90)
S (-0.52, -3.51, -2.66)
C (0.01, -2.09, -3.07)
O (1.82, 0.17, -2.62)
N (1.41, -0.21, -3.83)
C (1.00, 0.64, -4.75)
C (0.53, 0.25, -6.00)
C (0.58, -1.13, -6.29)
C (0.97, -2.04, -5.37)
C (1.19, -1.63, -3.95)
H (1.09, 1.68, -4.44)
H (0.24, 1.00, -6.73)
H (0.35, -1.47, -7.30)
H (1.03, -3.10, -5.59)
H (2.06, -2.12, -3.48)

Computed properties:
**Calculated total energy**: -91465.18524 eV
**Gap between HOMO and LUMO (spin up / spin down)**: 5.161 / 3.899 eV
**Total charge**: -2



Record 9
Density functional theory data (wB97M-V/def2-TZVPD) for C5H25N2O7 as an isolated structure.

Element x y z (Å)
C (-0.22, -3.72, -0.48)
C (-0.05, -2.19, -0.44)
C (-0.90, -1.65, -1.58)
C (-0.49, -0.30, -2.19)
N (-0.18, 0.75, -1.13)
N (-0.71, -1.81, 0.88)
C (0.26, -1.14, 1.82)
O (0.80, -0.02, 1.33)
H (-0.08, -4.37, 0.38)
H (0.33, -4.03, -1.37)
H (-1.26, -3.90, -0.83)
H (1.02, -1.86, -0.37)
H (-0.77, -2.33, -2.43)
H (-1.98, -1.67, -1.57)
H (-1.13, 0.20, -2.92)
H (0.48, -0.39, -2.72)
H (-0.65, 0.59, -0.25)
H (0.82, 0.69, -0.97)
H (-1.56, -1.29, 0.75)
H (0.97, -1.98, 2.00)
H (-0.35, -0.98, 2.78)
H (1.06, 2.70, 0.84)
H (0.69, 1.27, 1.58)
O (1.01, 2.34, 1.72)
H (-0.12, 2.25, 2.78)
H (-1.32, 1.60, 3.47)
O (-0.99, 2.47, 3.23)
H (-1.44, 3.20, -1.90)
H (-1.40, 3.95, -0.63)
O (-1.31, 4.11, -1.62)
H (3.58, -0.60, 2.64)
H (2.47, -0.06, 1.62)
O (3.40, -0.36, 1.73)
H (-2.40, 1.88, 0.54)
H (-3.27, 1.74, -0.66)
O (-3.36, 1.88, 0.30)
H (3.20, 0.37, -1.73)
H (2.84, 1.77, -2.11)
O (2.97, 0.90, -2.51)

Computed properties:
**Calculated total energy**: -22903.66680 eV
**Gap between HOMO and LUMO**: 8.334 eV
**Total charge**: -1



Record 10
Density functional theory data (wB97M-V/def2-TZVPD) for C2H3INO3 as an isolated structure.

Element x y z (Å)
C (-0.31, -0.73, -0.25)
C (-0.42, 0.75, -0.28)
N (2.12, -0.45, 0.70)
O (-1.02, -1.67, -0.26)
O (-1.67, 1.35, 0.04)
O (1.32, -1.27, 0.28)
I (-3.50, 0.55, -0.05)
H (-0.04, 1.08, -1.16)
H (0.40, 1.21, 0.35)
H (3.12, -0.84, 0.64)

Computed properties:
**Calculated total energy**: -17842.03838 eV
**Gap between HOMO and LUMO**: 5.777 eV
**Total charge**: +1



Record 11
Density functional theory data (wB97M-V/def2-TZVPD) for an isolated ion of composition C6H8 and charge -1.

Element x y z (Å)
C (-0.78, 0.54, -1.43)
C (-0.94, 0.77, -2.81)
C (0.66, -0.56, 0.60)
C (0.45, 0.18, -1.00)
C (0.44, -0.79, 2.97)
C (0.48, 0.02, 1.77)
H (-1.68, 0.68, -0.81)
H (-1.94, 0.96, -3.19)
H (-0.06, 1.23, -3.29)
H (0.71, -1.62, 0.40)
H (1.18, -0.16, -1.73)
H (0.94, -0.52, 3.86)
H (0.30, -1.79, 2.67)
H (0.25, 1.06, 1.98)

Computed properties:
**Multiplicity**: 2
**Calculated total energy**: -6346.65413 eV
**Gap between HOMO and LUMO (spin up / spin down)**: 5.650 / 4.558 eV
**Total charge**: -1



Record 12
Density functional theory data (wB97M-V/def2-TZVPD) for an isolated molecule of C5H4Cl2O.

Element x y z (Å)
C (-0.25, 0.06, 1.02)
C (0.32, 0.08, -0.03)
C (-0.09, -0.03, -2.31)
C (-0.92, 0.32, 2.26)
C (1.20, -0.10, -1.40)
O (-0.80, 0.92, -2.41)
Cl (-0.30, -0.84, 3.52)
Cl (1.90, -1.70, -1.47)
H (-0.23, -1.03, -2.72)
H (-2.07, 0.22, 2.51)
H (-0.56, 1.27, 2.52)
H (1.78, 0.82, -1.48)

Computed properties:
**Multiplicity**: 3
**Calculated total energy**: -32334.69267 eV
**Gap between HOMO and LUMO (spin up / spin down)**: 7.249 / 7.177 eV
**Total charge**: 0